1.
Formula: C6H9N4S
Source: OMol25
Level of theory: ωB97M-V/def2-TZVPD

The LUMO energy is -3.35 eV. Its SMILES is [H]/N=C/[C@@H](C(N)=[NH2+])c1cncs1. The net charge is +1. The calculation puts the total energy at -850.958072 Eh. The value obtained for the HOMO-LUMO gap is 0.3496 Eh.

```
20
C6H9N4S ωB97M-V/def2-TZVPD
H -0.82 -3.19 -1.08
N -0.32 -2.22 -0.90
C -0.85 -1.72 0.13
C -0.15 -0.32 0.75
C 1.32 -0.40 0.76
N 1.87 -0.87 -0.32
N 2.02 0.09 1.75
C -0.79 0.78 -0.08
C -0.27 1.49 -1.09
N -1.13 2.45 -1.58
C -2.25 2.43 -1.02
S -2.40 1.27 0.23
H -1.82 -2.01 0.63
H -0.53 -0.29 1.71
H 1.17 -1.46 -0.94
H 2.80 -0.88 -0.50
H 1.66 0.24 2.75
H 3.09 0.03 1.62
H 0.63 1.62 -1.69
H -3.23 2.97 -1.12
```

List of natural (NBO) charges in e, atom by atom: H 0.406; N -0.646; C 0.197; C -0.362; C 0.563; N -0.725; N -0.729; C -0.258; C -0.081; N -0.397; C -0.095; S 0.418; H 0.216; H 0.244; H 0.464; H 0.407; H 0.456; H 0.428; H 0.252; H 0.242

***

2.
Formula: C6H9NNiS
Source: OMol25
Level of theory: ωB97M-V/def2-TZVPD

The spin multiplicity is 3. The LUMO energy (spin up / spin down) is 0.01 / -0.22 eV. The net charge is 0. Its expectation value of S² is 2.010. The calculation puts the total energy at -2195.118965 Eh. The value obtained for the HOMO-LUMO gap (spin up / spin down) is 0.2603 / 0.2796 Eh.

```
18
C6H9NNiS ωB97M-V/def2-TZVPD
Ni 0.41 0.60 -1.11
C 0.03 -0.77 -3.83
H 0.33 -0.40 -2.59
H 0.86 -1.41 -4.38
H -0.16 0.23 -4.29
H -0.91 -1.25 -3.95
H -1.00 0.91 -1.71
S 0.41 2.47 -0.18
C 0.24 1.20 0.96
C 0.14 1.42 2.34
C -0.02 0.31 3.25
C -0.13 -0.94 2.67
C -0.05 -1.15 1.27
N 0.16 -0.10 0.44
H 0.17 2.41 2.73
H -0.05 0.46 4.33
H -0.27 -1.84 3.27
H -0.16 -2.14 0.80
```

List of natural (NBO) charges in e, atom by atom: Ni 0.878; C -0.763; H 0.088; H 0.219; H 0.224; H 0.218; H -0.342; S -0.228; C 0.013; C -0.254; C -0.138; C -0.295; C 0.070; N -0.586; H 0.230; H 0.228; H 0.223; H 0.215

***

3.
Formula: C6H9NO
Source: OMol25
Level of theory: ωB97M-V/def2-TZVPD

The LUMO energy is 0.95 eV. The net charge is 0. The calculation puts the total energy at -363.947015 Eh. The value obtained for the HOMO-LUMO gap is 0.3210 Eh.

```
17
C6H9NO ωB97M-V/def2-TZVPD
C -1.38 -0.61 -0.77
C 0.42 1.74 1.31
C 0.37 0.44 0.54
N -1.16 -1.92 -0.49
C -0.57 0.46 -0.59
C 1.26 -0.53 0.79
C 0.67 0.27 -2.36
O 1.50 -0.50 -2.21
H -2.26 -0.45 -1.40
H -1.95 -2.55 -0.52
H -0.52 -2.13 0.26
H -0.93 1.43 -0.88
H 0.66 2.56 0.63
H -0.55 1.95 1.77
H 1.18 1.70 2.09
H 1.30 -1.45 0.24
H 1.97 -0.43 1.60
```

List of natural (NBO) charges in e, atom by atom: C 0.090; C -0.629; C -0.003; N -0.787; C -0.390; C -0.448; C 0.459; O -0.535; H 0.192; H 0.389; H 0.393; H 0.236; H 0.215; H 0.215; H 0.214; H 0.191; H 0.198

***

Among the records above, which one has the highest net charge?
C6H9N4S

***

What did the second record say?
Formula: C6H9NNiS
Source: OMol25
Level of theory: ωB97M-V/def2-TZVPD

The spin multiplicity is 3. The LUMO energy (spin up / spin down) is 0.01 / -0.22 eV. The net charge is 0. Its expectation value of S² is 2.010. The calculation puts the total energy at -2195.118965 Eh. The value obtained for the HOMO-LUMO gap (spin up / spin down) is 0.2603 / 0.2796 Eh.

```
18
C6H9NNiS ωB97M-V/def2-TZVPD
Ni 0.41 0.60 -1.11
C 0.03 -0.77 -3.83
H 0.33 -0.40 -2.59
H 0.86 -1.41 -4.38
H -0.16 0.23 -4.29
H -0.91 -1.25 -3.95
H -1.00 0.91 -1.71
S 0.41 2.47 -0.18
C 0.24 1.20 0.96
C 0.14 1.42 2.34
C -0.02 0.31 3.25
C -0.13 -0.94 2.67
C -0.05 -1.15 1.27
N 0.16 -0.10 0.44
H 0.17 2.41 2.73
H -0.05 0.46 4.33
H -0.27 -1.84 3.27
H -0.16 -2.14 0.80
```

List of natural (NBO) charges in e, atom by atom: Ni 0.878; C -0.763; H 0.088; H 0.219; H 0.224; H 0.218; H -0.342; S -0.228; C 0.013; C -0.254; C -0.138; C -0.295; C 0.070; N -0.586; H 0.230; H 0.228; H 0.223; H 0.215

***

Which of these has the highest net charge?
C6H9N4S